No. 1
Entry from the OMol25 dataset: a molecular structure, C39H52BaF3N6O7P in a non-equilibrium geometry (ωB97M-V/def2-TZVPD).

Structure (XYZ):
```
109
C39H52BaF3N6O7P ωB97M-V/def2-TZVPD
Ba 0.028 -0.923 0.259
O 2.110 -3.776 -3.134
C 2.088 -3.278 -1.888
O 1.780 -2.131 -1.666
C 2.487 -4.312 -0.859
O 2.400 -3.768 0.411
C 1.829 -4.638 1.424
C -0.086 -3.086 1.649
O -0.300 -3.302 0.416
O -0.699 -2.117 2.209
H 1.824 -3.061 -3.725
H 3.499 -4.665 -1.110
H 1.805 -5.158 -1.004
H 2.629 -5.152 1.962
H 1.188 -5.366 0.914
C 3.329 1.968 -6.882
C 1.925 2.552 -6.922
N 1.071 2.066 -5.841
C 0.809 2.967 -4.731
C 1.997 3.150 -3.797
C 0.548 0.825 -5.992
O 0.770 0.144 -6.983
C -0.355 0.274 -4.927
C -1.605 -0.228 -5.272
C -2.385 -0.796 -4.281
C -1.889 -0.851 -2.985
N -0.685 -0.398 -2.649
C 0.057 0.144 -3.608
H 3.929 2.376 -7.694
H 3.289 0.887 -7.000
H 3.830 2.199 -5.943
H 1.447 2.298 -7.869
H 1.954 3.641 -6.839
H -0.062 2.606 -4.185
H 0.528 3.937 -5.156
H 2.364 2.194 -3.425
H 1.712 3.762 -2.942
H 2.826 3.647 -4.300
H -1.939 -0.181 -6.300
H -3.360 -1.205 -4.500
H -2.488 -1.285 -2.192
H 1.047 0.469 -3.311
C 3.753 -0.666 0.869
C 5.123 0.041 0.719
N 4.939 1.440 0.334
C 4.133 2.110 1.351
C 2.745 1.431 1.470
N 2.673 0.286 0.551
C 2.864 0.774 -0.822
C 4.229 1.499 -0.939
H 3.598 -1.036 1.882
H 3.651 -1.524 0.204
H 5.740 -0.443 -0.042
H 5.681 0.020 1.658
H 4.036 3.162 1.073
H 4.674 2.067 2.298
H 1.936 2.118 1.215
H 2.562 1.065 2.482
H 2.033 1.449 -1.059
H 2.806 -0.083 -1.496
H 4.098 2.551 -1.208
H 4.855 1.038 -1.706
C -4.085 1.010 -0.402
P -3.921 -0.710 0.217
C -3.468 -0.354 1.959
C -5.656 -1.224 0.474
C -6.754 -0.389 0.300
C -8.039 -0.851 0.542
C -8.242 -2.153 0.967
C -7.154 -2.996 1.141
C -5.874 -2.538 0.886
H -4.624 1.666 0.283
H -4.583 1.028 -1.373
H -3.078 1.410 -0.535
H -4.312 0.078 2.501
H -2.642 0.354 1.982
H -3.127 -1.258 2.461
H -6.618 0.631 -0.030
H -8.882 -0.190 0.396
H -9.244 -2.512 1.159
H -7.305 -4.016 1.467
H -5.034 -3.210 1.006
C -1.244 4.204 3.199
N -0.873 3.464 2.010
C -0.679 2.121 1.983
N -0.688 1.465 3.155
O -0.487 1.524 0.910
H -1.448 5.233 2.917
H -0.435 4.208 3.931
H -2.141 3.790 3.664
H -0.938 3.891 1.103
H -0.776 1.910 4.055
H -0.496 0.472 3.183
F -1.432 0.590 7.638
C -0.403 0.881 6.831
F -0.850 1.934 6.043
F 0.553 1.443 7.597
C 0.063 -0.265 6.024
C 1.113 -0.100 5.111
C 1.527 -1.140 4.319
C 0.926 -2.425 4.385
C -0.088 -2.582 5.358
C -0.514 -1.532 6.131
C 1.436 -3.456 3.574
C 1.044 -3.746 2.329
H 1.611 0.860 5.026
H 2.357 -1.000 3.642
H -0.557 -3.549 5.474
H -1.314 -1.699 6.842
```

Summary:
HOMO energy = -5.70 eV
Frontier orbital gap = 0.203 Eh
LUMO = -0.170 eV



No. 2
Entry from the OMol25 dataset: a molecular structure, C39H52BrMnN4O3S2Si4 in a non-equilibrium geometry (ωB97M-V/def2-TZVPD).

Structure (XYZ):
```
106
C39H52BrMnN4O3S2Si4 ωB97M-V/def2-TZVPD
Mn 0.861 -0.560 0.054
C 4.554 -0.476 2.469
C 3.475 -0.116 1.487
N 2.517 -0.951 1.211
N 2.600 -2.191 1.824
C 1.807 -3.082 1.347
S 0.677 -2.852 0.029
S 1.868 -4.726 1.931
C 2.994 -4.624 3.378
C 2.284 -4.238 4.642
C 1.505 -5.173 5.320
C 0.863 -4.834 6.499
C 0.993 -3.554 7.021
C 1.750 -2.612 6.342
C 2.381 -2.949 5.154
C 3.549 1.170 0.806
C 4.794 1.802 0.669
C 4.931 3.012 0.028
C 3.798 3.653 -0.471
C 2.560 3.067 -0.341
C 2.396 1.803 0.258
O 1.198 1.268 0.294
H 4.170 -1.191 3.189
H 4.916 0.411 2.984
H 5.391 -0.953 1.954
H 3.773 -3.919 3.101
H 3.412 -5.627 3.457
H 1.398 -6.173 4.915
H 0.260 -5.570 7.014
H 0.499 -3.289 7.947
H 1.843 -1.606 6.731
H 2.951 -2.202 4.618
H 5.681 1.309 1.046
H 5.909 3.462 -0.085
H 3.887 4.611 -0.966
H 1.675 3.555 -0.730
C 3.635 -1.278 -1.799
O 2.433 -0.522 -1.894
C 2.429 0.501 -2.802
C 3.563 0.983 -3.429
C 3.441 2.065 -4.290
Br 5.007 2.742 -5.116
C 2.226 2.634 -4.583
C 1.067 2.107 -4.006
C 1.184 1.069 -3.081
O 0.118 0.530 -2.408
C -0.225 2.629 -4.459
N -0.391 3.774 -5.063
C -1.733 3.848 -5.367
C -2.465 4.845 -6.011
C -3.823 4.649 -6.162
C -4.464 3.497 -5.684
C -3.755 2.487 -5.063
C -2.386 2.680 -4.928
N -1.398 1.918 -4.354
H 4.422 -0.701 -1.305
H 3.970 -1.589 -2.790
H 3.397 -2.157 -1.205
H 4.538 0.559 -3.243
H 2.129 3.453 -5.280
H -0.457 1.246 -2.094
H -1.977 5.738 -6.377
H -4.419 5.405 -6.657
H -5.536 3.403 -5.797
H -4.239 1.590 -4.696
H -1.499 0.969 -4.036
C -1.511 3.156 -0.588
Si -1.994 1.878 0.741
C -3.854 2.191 0.949
C -1.095 2.409 2.322
Si -1.508 -0.477 0.408
Si -2.883 -1.504 -1.286
C -2.812 -3.383 -1.059
C -2.434 -1.235 -3.123
C -4.695 -0.965 -1.123
Si -2.198 -1.572 2.437
C -1.948 -3.441 2.593
C -1.282 -0.768 3.889
C -4.060 -1.270 2.641
H -1.668 4.159 -0.185
H -2.133 3.078 -1.481
H -0.459 3.103 -0.881
H -4.048 3.253 1.116
H -4.270 1.643 1.795
H -4.407 1.893 0.057
H -1.000 3.495 2.393
H -0.090 1.985 2.335
H -1.620 2.058 3.213
H -1.781 -3.736 -1.104
H -3.380 -3.897 -1.837
H -3.217 -3.688 -0.093
H -1.363 -1.082 -3.263
H -2.978 -0.399 -3.570
H -2.703 -2.123 -3.698
H -5.111 -1.269 -0.161
H -5.307 -1.417 -1.907
H -4.807 0.119 -1.196
H -0.926 -3.738 2.360
H -2.608 -3.996 1.924
H -2.161 -3.761 3.616
H -0.257 -0.511 3.606
H -1.227 -1.441 4.744
H -1.776 0.150 4.214
H -4.632 -1.858 1.921
H -4.317 -0.221 2.490
H -4.393 -1.555 3.642
```

Summary:
HOMO energy (spin up / spin down) = -7.95 / -7.88 eV
Frontier orbital gap (spin up / spin down) = 0.262 / 0.276 Eh
Spin multiplicity = 5
LUMO (spin up / spin down) = -0.829 / -0.372 eV



| no. | electronic energy (eV) |
| --- | --- |
| 1 | -82697.800 |
| 2 | -207938.332 |